[1]
Density functional theory data (ωB97M-V with the def2-TZVPD basis set) for a cluster of 17 separate species, C68H179N9O25 in total in a non-equilibrium geometry.

Summary:
HOMO-LUMO gap: 8.93 eV
DFT total energy: -5071.5063 Ha

Positions of all 281 atoms, in Å:
1 C -0.97 -3.26 5.18
2 C -2.47 -3.18 4.77
3 C -3.09 -1.95 5.36
4 O -4.42 -1.87 5.09
5 C -5.11 -0.62 5.36
6 N -2.49 -3.23 3.27
7 H -0.52 -2.34 4.83
8 H -0.49 -4.12 4.74
9 H -0.90 -3.35 6.26
10 H -3.02 -4.06 5.15
11 H -2.51 -1.09 4.99
12 H -2.92 -1.84 6.45
13 H -5.08 -0.41 6.45
14 H -6.13 -0.87 4.95
15 H -4.59 0.15 4.79
16 H -2.10 -2.38 2.87
17 H -3.44 -3.22 2.97
18 C 2.46 3.78 1.71
19 O 1.77 2.72 2.28
20 C 1.46 1.69 1.39
21 C 0.47 0.68 1.97
22 N 0.28 -0.43 1.03
23 C -0.65 -0.19 -0.05
24 C -1.31 -1.39 -0.73
25 O -2.06 -1.99 0.27
26 C -2.68 -3.16 -0.13
27 H 3.32 3.41 1.12
28 H 2.79 4.50 2.45
29 H 1.83 4.38 1.06
30 H 2.41 1.11 1.17
31 H 1.05 2.02 0.45
32 H -0.48 1.16 2.38
33 H 0.89 0.30 2.88
34 H 0.00 -1.22 1.58
35 H -0.26 0.52 -0.79
36 H -1.51 0.38 0.37
37 H -0.49 -2.00 -1.22
38 H -1.88 -1.07 -1.59
39 H -3.53 -3.47 0.53
40 H -1.93 -3.91 -0.32
41 H -3.15 -3.03 -1.13
42 C 6.37 1.66 -7.91
43 O 5.85 0.64 -7.09
44 C 4.58 0.19 -7.59
45 C 3.90 -0.72 -6.65
46 N 3.39 0.12 -5.51
47 C 3.06 -0.68 -4.35
48 C 3.01 0.09 -3.09
49 O 4.34 0.47 -2.75
50 C 4.33 1.49 -1.72
51 H 5.76 2.56 -7.82
52 H 6.43 1.37 -8.98
53 H 7.38 1.92 -7.56
54 H 4.82 -0.34 -8.53
55 H 3.94 1.12 -7.77
56 H 4.69 -1.43 -6.27
57 H 3.08 -1.31 -7.13
58 H 4.21 0.67 -5.24
59 H 3.73 -1.56 -4.19
60 H 2.09 -1.16 -4.55
61 H 2.60 -0.54 -2.30
62 H 2.37 0.99 -3.23
63 H 5.32 1.70 -1.37
64 H 3.79 1.10 -0.86
65 H 3.87 2.44 -2.04
66 C -0.37 3.22 11.38
67 O -0.33 2.48 10.21
68 C -0.22 1.13 10.54
69 C 0.15 0.36 9.28
70 N -1.04 0.38 8.45
71 C -0.76 -0.11 7.08
72 C 0.35 0.61 6.33
73 O 0.12 1.99 6.28
74 C 1.19 2.55 5.51
75 H 0.58 3.20 11.92
76 H -1.21 2.83 12.05
77 H -0.55 4.29 11.14
78 H -1.20 0.76 10.88
79 H 0.55 0.93 11.31
80 H 0.35 -0.67 9.50
81 H 1.06 0.86 8.85
82 H -1.37 1.31 8.39
83 H -1.69 0.06 6.49
84 H -0.64 -1.20 7.05
85 H 0.26 0.22 5.33
86 H 1.34 0.38 6.75
87 H 0.92 3.57 5.13
88 H 1.48 1.89 4.65
89 H 2.02 2.79 6.18
90 C 5.67 4.84 -0.65
91 O 4.63 5.75 -0.63
92 C 4.40 6.12 -1.99
93 C 3.18 7.09 -1.98
94 N 1.99 6.49 -1.41
95 C 0.87 7.37 -1.13
96 C 1.00 8.09 0.25
97 O 1.12 7.12 1.29
98 C -0.09 6.43 1.56
99 H 5.83 4.43 0.35
100 H 6.60 5.36 -0.96
101 H 5.54 3.97 -1.27
102 H 4.14 5.25 -2.64
103 H 5.26 6.66 -2.38
104 H 2.92 7.48 -3.01
105 H 3.51 7.94 -1.37
106 H 2.31 6.14 -0.47
107 H -0.15 6.85 -1.04
108 H 0.78 8.13 -1.92
109 H 0.14 8.80 0.38
110 H 1.91 8.73 0.37
111 H 0.20 5.75 2.38
112 H -0.47 5.85 0.73
113 H -0.85 7.12 1.93
114 C -0.07 -8.05 -2.04
115 O -0.72 -7.84 -0.82
116 C -1.28 -6.62 -0.60
117 C -1.96 -6.64 0.81
118 N -3.35 -7.15 0.74
119 C -3.41 -8.52 0.32
120 C -2.59 -9.59 1.07
121 O -2.90 -10.86 0.44
122 C -1.89 -11.74 0.61
123 H 0.26 -9.06 -2.11
124 H 0.79 -7.44 -2.13
125 H -0.71 -7.77 -2.86
126 H -1.98 -6.47 -1.43
127 H -0.53 -5.83 -0.65
128 H -1.95 -5.57 1.13
129 H -1.40 -7.23 1.54
130 H -3.84 -7.06 1.65
131 H -3.10 -8.50 -0.70
132 H -4.47 -8.75 0.29
133 H -2.86 -9.59 2.14
134 H -1.54 -9.44 0.91
135 H -1.83 -12.23 1.56
136 H -0.92 -11.28 0.29
137 H -2.07 -12.54 -0.10
138 C 1.41 -3.33 -2.93
139 O 2.77 -3.77 -2.95
140 C 2.90 -5.18 -2.85
141 C 4.32 -5.56 -3.17
142 N 4.67 -5.47 -4.60
143 C 4.83 -4.19 -5.20
144 C 6.00 -3.37 -4.70
145 O 7.18 -4.18 -4.71
146 C 7.80 -4.33 -5.97
147 H 1.04 -3.24 -3.95
148 H 1.36 -2.34 -2.43
149 H 0.71 -3.95 -2.38
150 H 2.29 -5.70 -3.56
151 H 2.67 -5.49 -1.84
152 H 4.49 -6.58 -2.80
153 H 4.94 -4.84 -2.60
154 H 5.53 -6.02 -4.64
155 H 3.89 -3.63 -5.05
156 H 4.91 -4.37 -6.28
157 H 5.85 -3.04 -3.65
158 H 6.10 -2.53 -5.40
159 H 7.35 -5.18 -6.48
160 H 8.88 -4.34 -5.80
161 H 7.60 -3.53 -6.70
162 C -5.27 -0.48 -2.77
163 O -4.12 0.32 -2.41
164 C -4.49 1.42 -1.68
165 C -3.33 2.41 -1.67
166 N -3.71 3.54 -0.78
167 C -3.01 4.73 -1.09
168 C -3.32 5.80 -0.06
169 O -4.72 5.98 -0.14
170 C -5.17 6.86 0.86
171 H -5.05 -0.98 -3.69
172 H -6.19 0.10 -2.94
173 H -5.48 -1.17 -1.92
174 H -4.73 1.20 -0.63
175 H -5.32 1.99 -2.07
176 H -3.14 2.79 -2.67
177 H -2.40 1.98 -1.29
178 H -4.72 3.66 -0.84
179 H -3.18 5.12 -2.12
180 H -1.94 4.56 -0.98
181 H -2.77 6.72 -0.33
182 H -2.97 5.54 0.94
183 H -4.35 7.52 1.16
184 H -5.49 6.47 1.81
185 H -5.96 7.54 0.53
186 C -4.90 5.18 -5.55
187 O -4.88 3.96 -6.16
188 C -4.66 2.96 -5.19
189 C -4.53 1.62 -5.91
190 N -3.48 1.69 -6.87
191 C -3.22 0.41 -7.55
192 C -2.38 -0.52 -6.74
193 O -3.07 -1.08 -5.61
194 C -2.10 -1.65 -4.73
195 H -4.06 5.42 -4.88
196 H -5.76 5.44 -4.94
197 H -4.80 5.96 -6.33
198 H -5.52 2.93 -4.52
199 H -3.75 3.27 -4.65
200 H -5.53 1.29 -6.26
201 H -4.29 0.87 -5.15
202 H -3.63 2.39 -7.56
203 H -2.67 0.63 -8.42
204 H -4.15 0.00 -7.91
205 H -1.43 -0.02 -6.35
206 H -2.14 -1.40 -7.39
207 H -2.58 -1.91 -3.76
208 H -1.22 -0.99 -4.52
209 H -1.60 -2.58 -5.10
210 C 1.95 -5.02 1.07
211 C 1.02 -4.77 2.22
212 O -0.08 -4.10 1.62
213 H 2.11 -4.09 0.56
214 H 1.61 -5.82 0.41
215 H 2.97 -5.22 1.40
216 H 1.47 -4.11 2.98
217 H 0.69 -5.65 2.79
218 H -0.77 -3.95 2.31
219 C -0.10 2.60 -3.71
220 C 0.28 3.14 -2.35
221 O 0.08 4.55 -2.28
222 H 0.56 3.01 -4.46
223 H -1.12 2.71 -3.95
224 H 0.09 1.51 -3.74
225 H 1.32 2.96 -2.10
226 H -0.26 2.68 -1.51
227 H 0.93 5.03 -2.27
228 C 3.29 -1.51 2.88
229 C 2.68 -1.67 4.21
230 O 3.71 -1.52 5.24
231 H 2.70 -1.90 2.03
232 H 4.20 -2.06 2.92
233 H 3.60 -0.45 2.73
234 H 2.32 -2.65 4.47
235 H 1.90 -0.97 4.48
236 H 4.22 -0.69 5.17
237 C -6.07 -1.55 1.63
238 C -4.97 -0.57 1.59
239 O -5.58 0.73 1.80
240 H -5.72 -2.57 1.49
241 H -6.86 -1.29 0.86
242 H -6.57 -1.65 2.63
243 H -4.38 -0.68 0.62
244 H -4.21 -0.70 2.36
245 H -4.88 1.40 1.80
246 C -5.03 -5.43 -3.16
247 C -5.71 -6.12 -1.98
248 O -5.19 -5.53 -0.82
249 H -5.07 -4.35 -2.93
250 H -5.55 -5.64 -4.10
251 H -4.00 -5.71 -3.24
252 H -5.41 -7.19 -2.09
253 H -6.80 -6.03 -2.03
254 H -4.46 -6.06 -0.47
255 C 5.50 3.12 3.84
256 C 4.85 1.80 3.50
257 O 5.47 0.77 4.29
258 H 6.59 3.07 3.90
259 H 5.09 3.38 4.83
260 H 5.20 3.91 3.13
261 H 4.94 1.47 2.44
262 H 3.77 1.80 3.79
263 H 6.38 0.92 4.51
264 C -3.06 2.90 4.02
265 C -2.64 3.30 2.63
266 O -3.32 2.41 1.73
267 H -2.56 3.52 4.75
268 H -2.84 1.83 4.23
269 H -4.13 3.07 4.13
270 H -1.58 3.23 2.37
271 H -2.93 4.33 2.37
272 H -3.37 2.77 0.85
273 C 4.14 7.03 3.75
274 C 4.89 6.98 2.40
275 O 6.09 6.22 2.54
276 H 3.26 7.62 3.54
277 H 4.69 7.51 4.55
278 H 3.83 6.03 3.94
279 H 5.09 7.99 2.03
280 H 4.14 6.48 1.73
281 H 6.69 6.32 1.76

***

[2]
Density functional theory data (ωB97M-V with the def2-TZVPD basis set) for a cluster of 7 separate species, C10H34INO9 in total in a non-equilibrium geometry.

Summary:
Energy above the lowest of the compared OMol25 structures with the same formula, charge and spin: 0.1545 eV
HOMO-LUMO gap: 7.22 eV
DFT total energy: -1430.9648 Ha

Positions of all 55 atoms, in Å:
1 N 0.14 -0.85 -1.06
2 H -0.27 -0.38 -1.88
3 H -0.25 -1.79 -0.98
4 H 0.02 -0.29 -0.21
5 H 1.12 -0.97 -1.29
6 I -1.72 -0.03 -4.01
7 C -0.35 -1.34 2.77
8 C 0.98 -0.88 2.23
9 O 0.85 0.29 1.40
10 H -0.83 -0.61 3.42
11 H -0.18 -2.26 3.34
12 H -1.09 -1.61 2.01
13 H 1.42 -1.64 1.59
14 H 1.69 -0.66 3.03
15 H 0.69 1.04 1.98
16 C 3.93 0.19 0.10
17 C 3.35 0.82 -1.12
18 O 3.01 -0.16 -2.10
19 O 5.26 -0.26 -0.11
20 H 3.31 -0.66 0.42
21 H 3.94 0.91 0.92
22 H 4.11 1.48 -1.55
23 H 2.53 1.52 -0.89
24 H 3.37 0.11 -2.95
25 H 5.27 -0.82 -0.89
26 C -0.48 4.35 -0.36
27 C -0.37 3.54 -1.61
28 O -0.67 2.18 -1.33
29 O 0.56 4.01 0.57
30 H -1.45 4.23 0.15
31 H -0.37 5.41 -0.59
32 H 0.67 3.63 -1.94
33 H -0.98 3.96 -2.41
34 H -0.96 1.77 -2.17
35 H 0.25 3.24 1.04
36 C 0.12 -4.54 -1.07
37 C -1.14 -4.24 -0.32
38 O -1.67 -2.97 -0.68
39 O 1.12 -3.55 -0.71
40 H -0.03 -4.44 -2.15
41 H 0.46 -5.54 -0.79
42 H -1.03 -4.35 0.76
43 H -1.84 -5.05 -0.57
44 H -2.57 -3.10 -0.98
45 H 1.98 -3.94 -0.86
46 C -2.71 0.75 1.00
47 C -3.23 1.95 1.78
48 O -4.49 1.69 2.39
49 O -3.20 0.73 -0.31
50 H -2.95 -0.18 1.51
51 H -1.61 0.82 0.97
52 H -3.35 2.78 1.08
53 H -2.50 2.32 2.51
54 H -5.17 2.05 1.81
55 H -2.73 1.35 -0.89

***

Q: HOMO-LUMO gap of number 2 (C10H34INO9)?
A: 7.22 eV